Entry 1:
C11H17AuN4O2PS3 | wB97M-V/def2-TZVPD

## Properties
- Largest force on an atom: 3.60 eV/Å
- Expectation value of S²: 0.756
- Highest occupied orbital energy (alpha / beta): -7.16 / -7.25 eV
- Lowest unoccupied orbital energy (alpha / beta): -0.37 / -0.93 eV

ORCA input file:
```
! RIJCOSX wB97M-V def2-TZVPD def2/J DEFGRID3
* xyz 0 2
Au -0.44894 0.67491 -1.40499
N -2.19698 -0.90857 -5.18637
C -1.46257 -0.38299 -4.18650
S -2.33986 0.47226 -2.96162
N -0.15826 -0.54418 -4.28975
N 0.54681 -0.10570 -3.23759
C 1.82340 -0.09274 -3.29372
C 2.58565 0.33004 -2.11762
C 3.97462 0.31141 -2.08761
C 4.62517 0.69696 -0.92793
C 3.87925 1.07463 0.17798
C 2.49722 1.07165 0.06755
N 1.87973 0.72455 -1.05259
H -3.19564 -0.83387 -5.15780
H -1.73614 -1.39881 -5.93231
H 2.33853 -0.41160 -4.19468
H 4.52438 -0.00019 -2.96599
H 5.70654 0.69223 -0.88544
H 4.35326 1.36963 1.10339
H 1.84758 1.35408 0.88735
C -3.71412 -2.71076 2.17432
C -3.76909 -1.21336 1.98093
O -2.54267 -0.62251 2.47890
P -1.46169 0.02366 1.51418
S -0.98093 -1.34057 0.13577
S -0.93630 1.98274 0.51404
O -0.24425 0.07834 2.55932
C -0.19767 1.07804 3.59479
C 1.18870 1.68463 3.64156
H -4.64252 -3.15992 1.81982
H -3.58689 -2.95461 3.22962
H -2.87533 -3.12472 1.61762
H -4.58488 -0.77257 2.55192
H -3.90702 -0.97173 0.92629
H -0.43792 0.58098 4.53520
H -0.94656 1.85117 3.40233
H 1.93737 0.90266 3.50992
H 1.35414 2.16610 4.60591
H 1.30390 2.42872 2.85380
*
```

These are the Löwdin partial charges, in e, on atoms 1 to 6: atom 1 (Au): 0.3626, atom 2 (N): 0.0670, atom 3 (C): -0.8701, atom 4 (S): 0.5383, atom 5 (N): -0.0237, atom 6 (N): -0.1416

***

Entry 2:
C47H103F3HgN3O20S7 | wB97M-V/def2-TZVPD

## Properties
- Largest force on an atom: 2.28 eV/Å
- Highest occupied orbital energy: -10.55 eV
- Lowest unoccupied orbital energy: -3.59 eV

ORCA input file:
```
! RIJCOSX wB97M-V def2-TZVPD def2/J DEFGRID3
* xyz 1 1
Hg 21.44071 -6.88960 -23.30200
C 18.17348 -6.06364 -23.07575
O 17.86484 -7.04788 -22.09902
O 19.48155 -5.78466 -22.97511
C 17.66893 -6.57275 -24.45041
F 16.43484 -6.02302 -24.65150
F 18.43106 -6.12042 -25.45292
F 17.53184 -7.89154 -24.53824
C 16.51945 -7.11841 -21.63640
C 16.44640 -8.27413 -20.69025
H 16.82145 -9.18820 -21.15717
H 16.96604 -8.08686 -19.74871
H 15.41116 -8.49745 -20.42367
H 15.81055 -7.36136 -22.44267
H 16.19730 -6.16646 -21.20224
H 17.60284 -5.14977 -22.82157
C 18.25712 -2.30068 -21.69744
C 18.91257 -2.31563 -23.06558
C 19.33672 -0.94124 -23.51300
O 20.11721 -3.12104 -22.99870
H 18.78639 -1.68932 -20.96478
H 18.17326 -3.29799 -21.26043
H 17.24878 -1.88268 -21.79015
H 18.22056 -2.78928 -23.77275
H 18.45803 -0.30045 -23.63550
H 19.79966 -0.91992 -24.50438
H 20.04162 -0.49140 -22.81625
H 19.80698 -4.04506 -23.01936
C 19.90755 -9.14247 -20.04377
C 20.98981 -9.20909 -21.11739
C 21.41485 -10.67259 -21.34097
O 22.17945 -11.16081 -20.27268
C 23.51140 -10.71346 -20.25565
N 20.48983 -8.61246 -22.39339
H 20.28418 -9.57216 -19.11283
H 18.98469 -9.64209 -20.34181
H 19.68290 -8.10782 -19.76641
H 21.82455 -8.65324 -20.69400
H 22.01775 -10.69113 -22.26243
H 20.52885 -11.30024 -21.43439
H 23.60403 -9.63838 -20.06236
H 24.03374 -10.89572 -21.20488
H 24.02038 -11.27526 -19.47732
H 19.56013 -8.19975 -22.21275
H 20.22302 -9.38834 -23.01465
C 15.98114 -2.44785 -16.09159
C 15.81857 -2.68062 -17.57659
C 16.05742 -4.13674 -17.95647
O 15.00273 -4.94999 -17.50435
C 15.26016 -6.32077 -17.65082
N 14.48257 -2.20237 -17.98636
H 15.99698 -1.38164 -15.87277
H 16.89541 -2.91261 -15.71295
H 15.16946 -2.89744 -15.51540
H 16.54935 -2.06671 -18.11199
H 17.02410 -4.50435 -17.57065
H 16.20236 -4.20111 -19.04935
H 16.01478 -6.67288 -16.93404
H 15.54298 -6.60501 -18.66994
H 14.33686 -6.84653 -17.39508
H 14.40205 -2.40462 -18.98411
H 13.85386 -2.90739 -17.59918
C 22.43343 -3.47765 -26.07036
C 21.70666 -4.68361 -25.45822
C 21.73092 -5.89522 -26.37808
O 21.02913 -6.91206 -25.65351
C 20.85563 -8.12278 -26.39458
N 22.20584 -4.92915 -24.05794
H 23.31812 -3.75197 -26.65138
H 22.78523 -2.79503 -25.29577
H 21.75095 -2.94076 -26.72740
H 20.66637 -4.38306 -25.35140
H 22.75916 -6.17151 -26.62140
H 21.06335 -5.67451 -27.21213
H 21.70820 -8.77888 -26.20355
H 20.78231 -7.90507 -27.46052
H 19.94004 -8.59869 -26.05223
H 21.74772 -4.18519 -23.51561
H 23.19376 -4.68744 -24.06245
C 18.24930 -3.22127 -26.76954
C 16.80960 -3.10568 -26.27380
C 15.87262 -3.36247 -27.45344
S 16.85271 -2.99356 -28.95589
O 16.21896 -1.93635 -29.69487
O 17.19351 -4.21756 -29.63103
C 18.26523 -2.37635 -28.03568
H 18.43111 -4.26977 -27.01385
H 19.02111 -2.82480 -26.10965
H 16.61665 -2.12572 -25.82774
H 16.59006 -3.81125 -25.47125
H 15.03041 -2.67875 -27.50954
H 15.56408 -4.40038 -27.55659
H 17.92246 -1.36175 -27.81495
H 19.14265 -2.37108 -28.67616
C 15.59387 -12.25370 -21.18237
C 17.11749 -12.27327 -21.39517
C 17.53944 -13.66826 -21.84094
S 16.06930 -14.34227 -22.67168
O 15.51884 -15.41427 -21.88428
O 16.33704 -14.54393 -24.07271
C 14.99516 -12.90592 -22.42986
H 15.33021 -11.19470 -21.16832
H 15.29622 -12.73002 -20.25178
H 17.60891 -12.01603 -20.45281
H 17.41002 -11.51152 -22.12265
H 17.79884 -14.33583 -21.02569
H 18.27349 -13.66123 -22.64548
H 13.97159 -13.23835 -22.29781
H 15.15210 -12.20875 -23.25451
C 17.87608 -11.31819 -16.23184
C 16.78289 -12.16707 -15.55684
C 15.65674 -12.20198 -16.59291
S 15.48358 -10.48260 -17.06458
O 14.71475 -9.77797 -16.07158
O 15.15097 -10.35343 -18.45489
C 17.22521 -10.06251 -16.82401
H 18.49359 -11.85613 -16.94937
H 18.58290 -11.02377 -15.44964
H 16.36459 -11.66884 -14.68260
H 17.19480 -13.14674 -15.33307
H 14.68826 -12.57658 -16.26687
H 15.96541 -12.77380 -17.47088
H 17.32112 -9.16443 -16.22183
H 17.61632 -9.87720 -17.82463
C 10.71873 -5.83493 -17.86619
C 11.05202 -7.26785 -17.45394
C 11.81970 -7.95024 -18.61364
S 12.12170 -6.68025 -19.84931
O 11.07981 -6.72022 -20.83966
O 13.49739 -6.70511 -20.29290
C 11.80850 -5.27302 -18.75591
H 10.44604 -5.21405 -17.01241
H 9.79070 -5.89036 -18.44508
H 10.14799 -7.81921 -17.18675
H 11.61894 -7.32144 -16.52274
H 11.37385 -8.82049 -19.08084
H 12.78267 -8.15115 -18.14310
H 11.47027 -4.43046 -19.34842
H 12.78912 -5.09701 -18.30497
C 12.86519 -9.23650 -22.34898
C 12.41402 -7.99451 -23.15128
C 12.99624 -8.12799 -24.53622
S 13.08132 -9.89364 -24.89123
O 14.48947 -10.22827 -24.97384
O 12.16853 -10.26888 -25.93071
C 12.50157 -10.38705 -23.27950
H 12.35100 -9.30722 -21.39657
H 13.95463 -9.19880 -22.25801
H 12.68872 -7.07272 -22.64965
H 11.32440 -7.92912 -23.15250
H 14.02795 -7.78421 -24.63485
H 12.42806 -7.65792 -25.33836
H 12.84565 -11.38864 -23.03402
H 11.41153 -10.44960 -23.35403
C 17.38551 -10.82429 -26.81657
C 18.53624 -11.32930 -27.69742
C 19.78842 -11.46103 -26.84548
S 19.23045 -11.70036 -25.14214
O 19.63432 -10.51030 -24.39866
O 19.56658 -13.02847 -24.74050
C 17.46765 -11.55740 -25.51337
H 16.45741 -11.01563 -27.34975
H 17.50243 -9.75272 -26.64459
H 18.63659 -10.71095 -28.58946
H 18.31275 -12.31458 -28.11201
H 20.57266 -10.71857 -26.96530
H 20.26806 -12.41982 -27.05143
H 17.05755 -11.07705 -24.62194
H 17.05375 -12.56848 -25.47144
C 13.49248 -2.20870 -24.15189
C 13.56046 -3.75988 -24.36662
C 14.09718 -4.37358 -23.10306
S 13.41240 -3.41463 -21.75229
O 14.32165 -3.40404 -20.63060
O 12.03064 -3.73862 -21.53473
C 13.53214 -1.87349 -22.65864
H 12.56483 -1.84538 -24.59537
H 14.23864 -1.64722 -24.71887
H 14.09015 -4.03745 -25.27382
H 12.50977 -4.02185 -24.50911
H 15.17947 -4.22720 -23.03941
H 13.86899 -5.40636 -22.84432
H 14.46870 -1.39818 -22.37008
H 12.71438 -1.21985 -22.36119
*
```

These are the Löwdin partial charges, in e, on atoms 1 to 6: atom 1 (Hg): 1.2898, atom 2 (C): -0.4253, atom 3 (O): -0.1119, atom 4 (O): -0.2812, atom 5 (C): -0.5303, atom 6 (F): 0.1018

***

- Among the records above, which one has the lowest largest force on an atom?
  C47H103F3HgN3O20S7

***

Please write out number 1 again, unchanged.
C11H17AuN4O2PS3 | wB97M-V/def2-TZVPD

## Properties
- Largest force on an atom: 3.60 eV/Å
- Expectation value of S²: 0.756
- Highest occupied orbital energy (alpha / beta): -7.16 / -7.25 eV
- Lowest unoccupied orbital energy (alpha / beta): -0.37 / -0.93 eV

ORCA input file:
```
! RIJCOSX wB97M-V def2-TZVPD def2/J DEFGRID3
* xyz 0 2
Au -0.44894 0.67491 -1.40499
N -2.19698 -0.90857 -5.18637
C -1.46257 -0.38299 -4.18650
S -2.33986 0.47226 -2.96162
N -0.15826 -0.54418 -4.28975
N 0.54681 -0.10570 -3.23759
C 1.82340 -0.09274 -3.29372
C 2.58565 0.33004 -2.11762
C 3.97462 0.31141 -2.08761
C 4.62517 0.69696 -0.92793
C 3.87925 1.07463 0.17798
C 2.49722 1.07165 0.06755
N 1.87973 0.72455 -1.05259
H -3.19564 -0.83387 -5.15780
H -1.73614 -1.39881 -5.93231
H 2.33853 -0.41160 -4.19468
H 4.52438 -0.00019 -2.96599
H 5.70654 0.69223 -0.88544
H 4.35326 1.36963 1.10339
H 1.84758 1.35408 0.88735
C -3.71412 -2.71076 2.17432
C -3.76909 -1.21336 1.98093
O -2.54267 -0.62251 2.47890
P -1.46169 0.02366 1.51418
S -0.98093 -1.34057 0.13577
S -0.93630 1.98274 0.51404
O -0.24425 0.07834 2.55932
C -0.19767 1.07804 3.59479
C 1.18870 1.68463 3.64156
H -4.64252 -3.15992 1.81982
H -3.58689 -2.95461 3.22962
H -2.87533 -3.12472 1.61762
H -4.58488 -0.77257 2.55192
H -3.90702 -0.97173 0.92629
H -0.43792 0.58098 4.53520
H -0.94656 1.85117 3.40233
H 1.93737 0.90266 3.50992
H 1.35414 2.16610 4.60591
H 1.30390 2.42872 2.85380
*
```

These are the Löwdin partial charges, in e, on atoms 1 to 6: atom 1 (Au): 0.3626, atom 2 (N): 0.0670, atom 3 (C): -0.8701, atom 4 (S): 0.5383, atom 5 (N): -0.0237, atom 6 (N): -0.1416

***

Please write out number 1 again, unchanged.
C11H17AuN4O2PS3 | wB97M-V/def2-TZVPD

## Properties
- Largest force on an atom: 3.60 eV/Å
- Expectation value of S²: 0.756
- Highest occupied orbital energy (alpha / beta): -7.16 / -7.25 eV
- Lowest unoccupied orbital energy (alpha / beta): -0.37 / -0.93 eV

ORCA input file:
```
! RIJCOSX wB97M-V def2-TZVPD def2/J DEFGRID3
* xyz 0 2
Au -0.44894 0.67491 -1.40499
N -2.19698 -0.90857 -5.18637
C -1.46257 -0.38299 -4.18650
S -2.33986 0.47226 -2.96162
N -0.15826 -0.54418 -4.28975
N 0.54681 -0.10570 -3.23759
C 1.82340 -0.09274 -3.29372
C 2.58565 0.33004 -2.11762
C 3.97462 0.31141 -2.08761
C 4.62517 0.69696 -0.92793
C 3.87925 1.07463 0.17798
C 2.49722 1.07165 0.06755
N 1.87973 0.72455 -1.05259
H -3.19564 -0.83387 -5.15780
H -1.73614 -1.39881 -5.93231
H 2.33853 -0.41160 -4.19468
H 4.52438 -0.00019 -2.96599
H 5.70654 0.69223 -0.88544
H 4.35326 1.36963 1.10339
H 1.84758 1.35408 0.88735
C -3.71412 -2.71076 2.17432
C -3.76909 -1.21336 1.98093
O -2.54267 -0.62251 2.47890
P -1.46169 0.02366 1.51418
S -0.98093 -1.34057 0.13577
S -0.93630 1.98274 0.51404
O -0.24425 0.07834 2.55932
C -0.19767 1.07804 3.59479
C 1.18870 1.68463 3.64156
H -4.64252 -3.15992 1.81982
H -3.58689 -2.95461 3.22962
H -2.87533 -3.12472 1.61762
H -4.58488 -0.77257 2.55192
H -3.90702 -0.97173 0.92629
H -0.43792 0.58098 4.53520
H -0.94656 1.85117 3.40233
H 1.93737 0.90266 3.50992
H 1.35414 2.16610 4.60591
H 1.30390 2.42872 2.85380
*
```

These are the Löwdin partial charges, in e, on atoms 1 to 6: atom 1 (Au): 0.3626, atom 2 (N): 0.0670, atom 3 (C): -0.8701, atom 4 (S): 0.5383, atom 5 (N): -0.0237, atom 6 (N): -0.1416